1.
This record from OMol25 describes C4H10N4 in the gas phase. The level of theory is the ωB97M-V functional and the def2-TZVPD basis.

The LUMO energy is 0.011 Ha. The electronic energy comes out at -10265.340 eV. As for the energy above the lowest of the compared OMol25 structures with the same formula, charge and spin: 127.08 kcal/mol. The calculation puts the HOMO-LUMO gap at 8.656 eV.

```
! wB97M-V def2-TZVPD RIJCOSX def2/J DEFGRID3
* xyz 0 1
C 1.3018 1.2551 1.5012
C 0.2857 1.5770 0.4205
C 0.2105 -1.0350 -0.9335
C -1.1745 -0.5701 -1.1325
H 2.2700 1.8251 1.6288
H 1.7766 0.2084 1.2876
H 0.8644 1.2346 2.5277
H -0.1677 2.7317 0.3935
H -0.5722 0.8015 0.6766
H 1.6448 1.8013 -1.1336
H 0.4480 -2.0302 -1.0118
H -1.3184 0.3164 -1.9492
H -1.1660 -2.0445 0.8776
H -2.5400 -3.2751 -0.1125
N 0.8329 1.2311 -0.9974
N 1.1647 -0.1582 -1.0869
N -2.1521 -1.4015 -0.8873
N -1.7085 -2.4676 -0.0688
*
```

Charges in e, computed with Löwdin, in the same order as the atoms:
1. C -0.166
2. C -0.259
3. C -0.196
4. C -0.226
5. H 0.073
6. H 0.088
7. H 0.069
8. H 0.157
9. H 0.105
10. H 0.084
11. H 0.071
12. H 0.162
13. H 0.166
14. H 0.156
15. N -0.084
16. N -0.006
17. N -0.086
18. N -0.108

***

2.
This record from OMol25 describes C18H37KN2O7S as an isolated structure. The level of theory is the ωB97M-V functional and the def2-TZVPD basis.

The LUMO energy is 0.013 Ha. The electronic energy comes out at -63737.668 eV. As for the energy above the lowest of the compared OMol25 structures with the same formula, charge and spin: 36.59 kcal/mol. The calculation puts the HOMO-LUMO gap at 7.301 eV.

```
! wB97M-V def2-TZVPD RIJCOSX def2/J DEFGRID3
* xyz 0 1
K 0.2195 -0.4595 -0.1054
C -1.3876 -2.1275 -2.9879
C -2.6319 -1.2983 -2.7616
O -2.4659 -0.6664 -1.5189
C -3.6113 -0.0590 -0.9920
C -3.1773 0.6926 0.2843
O -1.9463 0.2478 0.7959
C -1.9590 -0.8090 1.7441
C -2.2366 -2.1977 1.1763
O -1.2216 -2.7015 0.3189
C -0.3259 -3.6666 0.8494
C 1.0111 -3.1050 1.2938
O 1.7199 -2.7136 0.1212
C 2.8217 -1.8552 0.3780
C 3.3371 -1.3773 -0.9647
O 2.4148 -0.5014 -1.5997
C 2.0588 -0.8616 -2.9226
C 0.9643 -1.9204 -2.9972
O -0.2827 -1.2552 -2.9540
H -1.4446 -2.6496 -3.9531
H -1.3150 -2.8715 -2.1856
H -3.5113 -1.9567 -2.7596
H -2.7476 -0.5552 -3.5610
H -4.3807 -0.8158 -0.7788
H -4.0445 0.6568 -1.7024
H -3.9651 0.6255 1.0434
H -3.0278 1.7437 0.0338
H -2.7013 -0.6039 2.5270
H -0.9414 -0.7730 2.1653
H -3.1549 -2.1844 0.5818
H -2.3896 -2.8748 2.0243
H -0.1354 -4.3808 0.0414
H -0.7880 -4.2090 1.6814
H 1.5698 -3.8968 1.8134
H 0.8925 -2.2290 1.9498
H 3.6264 -2.4037 0.8863
H 2.5045 -1.0163 1.0142
H 3.5241 -2.2554 -1.5919
H 4.2854 -0.8511 -0.8150
H 2.9434 -1.2028 -3.4707
H 1.6743 0.0410 -3.3998
H 1.0564 -2.6161 -2.1546
H 1.0561 -2.4848 -3.9361
S -0.1156 2.4732 -2.3869
C 0.0492 3.9726 -1.7196
N -0.6294 5.0870 -2.1032
C -0.1050 6.2875 -1.4655
C 0.6333 5.6954 -0.2574
N 0.8590 4.3241 -0.6935
H -1.0511 5.1062 -3.0141
H -0.9058 6.9644 -1.1717
H 0.5808 6.8260 -2.1266
H 0.0177 5.7340 0.6456
H 1.5728 6.2087 -0.0593
H 1.2172 3.6166 -0.0753
C 0.6799 1.3883 3.8921
C 1.0794 -0.0468 3.5027
C 2.5238 -0.3125 3.9652
O 0.8993 -0.2926 2.1727
H 0.7322 1.5364 4.9747
H -0.3420 1.5802 3.5570
H 1.3447 2.1038 3.3989
H 0.4355 -0.7134 4.1345
H 3.2144 0.3263 3.4076
H 2.7930 -1.3547 3.7760
H 2.6298 -0.1121 5.0350
*
```

Charges in e, computed with Löwdin, in the same order as the atoms:
1. K 0.861
2. C -0.186
3. C -0.172
4. O -0.172
5. C -0.184
6. C -0.158
7. O -0.251
8. C -0.189
9. C -0.156
10. O -0.194
11. C -0.164
12. C -0.185
13. O -0.197
14. C -0.204
15. C -0.172
16. O -0.204
17. C -0.173
18. C -0.182
19. O -0.161
20. H 0.134
21. H 0.125
22. H 0.134
23. H 0.137
24. H 0.120
25. H 0.129
26. H 0.128
27. H 0.125
28. H 0.136
29. H 0.083
30. H 0.120
31. H 0.130
32. H 0.131
33. H 0.127
34. H 0.136
35. H 0.099
36. H 0.138
37. H 0.093
38. H 0.131
39. H 0.132
40. H 0.128
41. H 0.115
42. H 0.123
43. H 0.133
44. S 0.655
45. C -0.919
46. N 0.002
47. C -0.151
48. C -0.145
49. N 0.018
50. H 0.125
51. H 0.113
52. H 0.116
53. H 0.118
54. H 0.114
55. H 0.137
56. C -0.075
57. C -0.644
58. C -0.077
59. O -0.444
60. H 0.065
61. H 0.062
62. H 0.068
63. H 0.124
64. H 0.072
65. H 0.062
66. H 0.066

***

3.
This record from OMol25 describes C23H32Cl4GeN3O2S3Si3Tc as an isolated structure. The level of theory is the ωB97M-V functional and the def2-TZVPD basis.

The LUMO energy (spin up / spin down) is 0.069 / 0.024 Ha. The electronic energy comes out at -197883.411 eV. Its expectation value of S² is 3.798. As for the energy above the lowest of the compared OMol25 structures with the same formula, charge and spin: 22.74 kcal/mol. The calculation puts the HOMO-LUMO gap (spin up / spin down) at 7.217 / 6.030 eV.

```
! wB97M-V def2-TZVPD RIJCOSX def2/J DEFGRID3
* xyz -1 4
Tc -0.8694 -1.0342 0.5588
S 0.3198 -1.0816 2.7631
C -0.9859 -0.0973 3.3112
S -2.1863 0.1932 2.0668
C -1.0903 0.4162 4.5800
C -0.0712 0.1820 5.5402
N 0.7613 -0.0153 6.3115
C -2.1975 1.2179 4.9569
N -3.0957 1.8706 5.2637
Cl -4.0082 -7.0032 2.6492
C -3.8817 -5.5021 1.8086
C -5.0041 -4.9611 1.1862
Cl -6.5252 -5.7702 1.2623
C -4.8787 -3.7625 0.4931
Cl -6.2340 -3.0809 -0.3222
C -3.6574 -3.1002 0.4290
O -3.6361 -2.0006 -0.3952
C -2.5166 -3.5971 1.0925
O -1.3779 -2.9929 1.1208
C -2.6686 -4.8364 1.7594
Cl -1.2696 -5.4842 2.5282
C 2.9954 -0.2156 -2.2379
Si 1.4557 0.8911 -2.3487
C 0.3437 0.1397 -3.6838
C 2.0902 2.4935 -3.1328
Ge 0.3888 1.1220 -0.1897
Si -0.7991 3.2253 -0.1589
C -1.3668 3.7544 1.5588
C 0.3360 4.6197 -0.7535
C -2.3111 3.2552 -1.2825
Si 2.3279 1.4845 1.2243
C 3.4209 -0.0552 1.3583
C 3.4945 2.7882 0.4861
C 1.9014 2.0910 2.9626
H 3.2741 -0.5570 -3.2379
H 2.8576 -1.0844 -1.5927
H 3.8386 0.3519 -1.8404
H 0.9337 -0.1107 -4.5710
H -0.4280 0.8493 -3.9863
H -0.1714 -0.7536 -3.3356
H 2.6529 2.2353 -4.0344
H 2.7484 3.0637 -2.4756
H 1.2725 3.1468 -3.4364
H -0.5361 3.8282 2.2598
H -2.1017 3.0744 1.9876
H -1.8225 4.7459 1.4856
H 1.2164 4.7334 -0.1229
H -0.2222 5.5593 -0.7131
H 0.6744 4.4763 -1.7776
H -3.0398 2.5002 -0.9936
H -2.0380 3.0704 -2.3232
H -2.7950 4.2339 -1.2239
H 3.9693 -0.2157 0.4311
H 2.8511 -0.9618 1.5819
H 4.1536 0.0782 2.1582
H 3.8728 2.4937 -0.4950
H 4.3550 2.9039 1.1508
H 3.0219 3.7645 0.3853
H 1.7333 1.2528 3.6408
H 1.0092 2.7135 2.9871
H 2.7329 2.6816 3.3555
S -2.6580 -0.2312 -1.9229
C -2.5835 -1.1981 -0.6069
C 1.9825 -3.4726 -3.6330
C 1.0079 -3.9949 -2.5778
C 0.5759 -2.9548 -1.6555
N 0.2364 -2.1383 -0.9283
H 2.2156 -4.2742 -4.3322
H 2.9060 -3.1284 -3.1729
H 1.5466 -2.6418 -4.1835
H 1.4504 -4.7941 -1.9802
H 0.1029 -4.3990 -3.0373
*
```

Charges in e, computed with Löwdin, in the same order as the atoms:
1. Tc 0.871
2. S 0.586
3. C -1.055
4. S 0.600
5. C -0.384
6. C -0.264
7. N 0.151
8. C -0.259
9. N 0.147
10. Cl 0.658
11. C -0.709
12. C -0.719
13. Cl 0.648
14. C -0.604
15. Cl 0.726
16. C -0.218
17. O -0.141
18. C -0.382
19. O -0.299
20. C -0.606
21. Cl 0.707
22. C -0.238
23. Si 0.306
24. C -0.262
25. C -0.227
26. Ge 0.501
27. Si 0.303
28. C -0.223
29. C -0.216
30. C -0.245
31. Si 0.304
32. C -0.237
33. C -0.224
34. C -0.213
35. H 0.021
36. H 0.003
37. H 0.014
38. H 0.022
39. H 0.016
40. H -0.033
41. H 0.027
42. H 0.012
43. H 0.014
44. H 0.006
45. H -0.008
46. H 0.030
47. H 0.005
48. H 0.028
49. H 0.000
50. H -0.009
51. H 0.018
52. H 0.027
53. H 0.000
54. H -0.016
55. H 0.031
56. H 0.004
57. H 0.027
58. H 0.003
59. H -0.007
60. H 0.001
61. H 0.030
62. S 0.688
63. C -0.925
64. C -0.081
65. C -0.184
66. C -0.118
67. N 0.098
68. H 0.078
69. H 0.072
70. H 0.069
71. H 0.127
72. H 0.128

***

4.
This record from OMol25 describes C16H42F6O13S9Zn as an isolated structure. The level of theory is the ωB97M-V functional and the def2-TZVPD basis.

The LUMO energy is -0.011 Ha. The electronic energy comes out at -206124.914 eV. As for the energy above the lowest of the compared OMol25 structures with the same formula, charge and spin: 0.95 kcal/mol. The calculation puts the HOMO-LUMO gap at 8.545 eV.

```
! wB97M-V def2-TZVPD RIJCOSX def2/J DEFGRID3
* xyz 0 1
Zn -1.0456 0.2718 0.9783
C 0.8405 0.9137 4.9210
F 1.7009 0.0266 4.4788
F -0.2646 0.2872 5.2838
F 1.2663 1.6735 5.9996
S 0.4754 2.1020 3.3993
O -0.4699 3.1042 3.8400
O 1.7747 2.6332 3.0067
O -0.1636 1.2580 2.4122
C -2.1009 -4.0866 1.2247
F -1.0508 -4.1830 0.3914
F -3.2136 -3.7603 0.5319
F -2.3276 -5.3190 1.8000
S -1.6231 -2.7947 2.5052
O -0.4550 -3.2505 3.2284
O -1.2620 -1.5541 1.7235
O -2.7877 -2.7240 3.3470
C 1.6800 -1.3556 -1.9875
S 1.8740 -0.8442 -0.1889
O 0.4700 -0.4685 0.1702
C 2.0968 -2.5447 0.4503
H 2.6198 -1.6896 -2.4272
H 1.1340 -0.5521 -2.4818
H 1.0492 -2.2444 -1.9989
H 2.3983 -3.2136 -0.3557
H 1.2236 -2.8622 1.0203
H 2.8928 -2.5106 1.1942
C 6.8834 0.8758 0.9559
S 5.4148 1.7176 0.2527
O 5.6534 3.2664 0.3013
C 4.3787 1.3008 1.6903
H 7.3269 1.2858 1.8633
H 7.5758 0.9575 0.1181
H 6.6210 -0.1655 1.1430
H 3.4111 1.7967 1.6134
H 4.7501 1.5770 2.6771
H 3.9822 0.2896 1.7823
C -3.7825 2.3024 3.6110
S -4.1140 1.4631 2.0453
O -2.8055 0.9801 1.4597
C -5.0532 0.0494 2.7489
H -2.9254 2.9757 3.6008
H -3.4436 1.5485 4.3215
H -4.7196 2.7032 3.9973
H -5.4651 -0.6519 2.0232
H -5.9280 0.4129 3.2881
H -4.4791 -0.4844 3.5062
C 2.2818 3.1938 -2.5227
S 3.7566 3.4951 -3.5716
O 3.3799 3.6466 -5.0263
C 3.8346 5.3002 -3.0539
H 1.5269 3.8247 -2.9921
H 2.5028 3.3681 -1.4697
H 1.9953 2.1423 -2.5030
H 4.6775 5.6346 -3.6589
H 4.1136 5.3335 -2.0007
H 2.9876 5.9401 -3.3012
C -1.2946 4.3769 0.6743
S -0.8737 3.2573 -0.7232
O -0.6456 1.8797 -0.1171
C -2.5450 3.2530 -1.4463
H -1.7006 5.3011 0.2631
H -0.3818 4.6354 1.2109
H -1.9737 3.9195 1.3939
H -2.8378 4.0665 -2.1101
H -3.2718 3.1134 -0.6460
H -2.6865 2.4172 -2.1314
C -4.5462 -1.3268 -1.4636
S -2.6948 -1.4944 -1.4012
O -2.0619 -0.3668 -0.6392
C -2.5596 -1.2720 -3.2500
H -5.0953 -2.1179 -1.9742
H -4.9095 -0.4278 -1.9616
H -4.9573 -1.3201 -0.4542
H -3.1190 -2.0558 -3.7608
H -1.5139 -1.4744 -3.4815
H -2.9177 -0.2960 -3.5774
C 0.5016 -6.9570 -3.3813
S 1.0468 -5.5097 -2.3230
O 2.1205 -4.6709 -3.0588
C -0.5032 -4.4796 -2.4917
H 0.5482 -6.7725 -4.4546
H -0.5472 -7.2191 -3.2418
H 1.0145 -7.8788 -3.1067
H -0.5945 -3.5045 -2.0132
H -1.3149 -5.1250 -2.1561
H -0.7552 -4.3426 -3.5433
*
```

Charges in e, computed with Löwdin, in the same order as the atoms:
1. Zn 0.404
2. C -0.603
3. F 0.151
4. F 0.145
5. F 0.091
6. S 0.527
7. O -0.319
8. O -0.307
9. O -0.333
10. C -0.587
11. F 0.088
12. F 0.087
13. F 0.105
14. S 0.541
15. O -0.288
16. O -0.356
17. O -0.297
18. C -0.188
19. S 0.962
20. O -0.580
21. C -0.190
22. H 0.064
23. H 0.048
24. H 0.008
25. H 0.044
26. H 0.046
27. H 0.049
28. C -0.271
29. S 0.841
30. O -0.585
31. C -0.296
32. H 0.062
33. H 0.036
34. H 0.048
35. H 0.016
36. H 0.070
37. H 0.033
38. C -0.227
39. S 0.920
40. O -0.559
41. C -0.221
42. H 0.040
43. H 0.064
44. H 0.061
45. H 0.047
46. H 0.055
47. H 0.056
48. C -0.288
49. S 0.836
50. O -0.585
51. C -0.236
52. H 0.043
53. H 0.053
54. H 0.030
55. H 0.036
56. H 0.045
57. H 0.056
58. C -0.208
59. S 0.949
60. O -0.562
61. C -0.238
62. H 0.058
63. H 0.059
64. H 0.047
65. H 0.060
66. H 0.045
67. H 0.043
68. C -0.221
69. S 0.924
70. O -0.540
71. C -0.216
72. H 0.060
73. H 0.054
74. H 0.037
75. H 0.058
76. H 0.035
77. H 0.055
78. C -0.245
79. S 0.872
80. O -0.594
81. C -0.269
82. H 0.056
83. H 0.042
84. H 0.043
85. H 0.004
86. H 0.043
87. H 0.055